Record 1
Density functional theory data (ωB97M-V with the def2-TZVPD basis set) for a cluster of 2 separate species, C2H5ClFOP in total at a distorted geometry.

The geometry in ORCA input format:
```
! RIJCOSX wB97M-V def2-TZVPD def2/J DEFGRID3
* xyz 0 1
C -1.32069 1.53400 -0.11556
C 0.16988 1.46010 -0.14027
O 0.78637 1.57055 0.86675
H -1.81124 1.76067 -1.03713
H -1.34306 0.45545 0.10887
H -1.80167 2.09756 0.76325
H 0.74321 1.00680 -0.94353
F 0.36140 -3.52538 0.57978
P 0.77012 -1.98678 0.28547
Cl 1.34973 -2.62100 -1.52190
H 2.09595 -1.75197 1.15426
*
```

SMILES: CC=O.FPCl
Energy relative to the best compared isomer or geometry (same formula, charge and spin), kcal/mol: 46.64

Record 2
Density functional theory data (ωB97M-V with the def2-TZVPD basis set) for an isolated molecule of C2H5ClN2 at a distorted geometry.

The geometry in ORCA input format:
```
! RIJCOSX wB97M-V def2-TZVPD def2/J DEFGRID3
* xyz 0 1
H 1.49415 2.12402 1.41450
N 1.33229 1.30769 0.86974
C 0.31690 0.95582 0.27029
C 0.24485 -0.45905 -0.36971
N -1.25327 -0.76613 -0.34818
Cl -1.48995 -2.26789 -1.17836
H -0.62956 1.41542 -0.03880
H 0.71592 -0.43061 -1.31198
H 0.99423 -1.00537 0.16755
H -1.72558 -0.87390 0.52495
*
```

SMILES: [H]/N=C/CNCl
Energy relative to the best compared isomer or geometry (same formula, charge and spin), kcal/mol: 55.67

Record 3
Density functional theory data (ωB97M-V with the def2-TZVPD basis set) for a cluster of 2 separate species, C2H5ClNO4P in total at a distorted geometry.

The geometry in ORCA input format:
```
! RIJCOSX wB97M-V def2-TZVPD def2/J DEFGRID3
* xyz -2 1
C 2.16484 -0.32418 -0.44135
C 2.44950 0.92264 -0.07712
N -0.79718 0.32773 0.30998
O -1.65742 -1.84652 -0.69997
O -2.73941 -0.84044 1.33035
O -3.16057 0.27081 -0.92821
O 3.19683 1.72418 -0.64870
P -2.20911 -0.50010 -0.18024
Cl -1.02082 2.00838 0.51791
H 2.65250 -0.74864 -1.46822
H 1.42556 -0.84661 0.08029
H -0.11154 0.36962 -0.43366
H 2.06165 1.15388 1.01433
H -2.25484 -1.67074 1.62462
*
```

Energy relative to the best compared isomer or geometry (same formula, charge and spin), kcal/mol: 93.69

Record 4
Density functional theory data (ωB97M-V with the def2-TZVPD basis set) for a structure of composition C2H5ClO3 at a distorted geometry.

The geometry in ORCA input format:
```
! RIJCOSX wB97M-V def2-TZVPD def2/J DEFGRID3
* xyz 0 3
C 1.08560 0.91305 -0.59799
C -0.25411 -1.46118 -0.11675
O -0.85272 -2.08763 -0.98245
O -0.22199 -2.00316 1.18226
O 0.62044 -0.33352 -0.00614
Cl -1.68095 1.61029 0.99871
H 0.54526 1.73440 -0.15078
H 1.09232 1.38101 -1.65489
H 2.07656 0.95913 -0.29539
H -2.44637 0.44545 -0.12962
H 0.03595 -1.15784 1.75303
*
```

Expectation value of S²: 2.004
Energy relative to the best compared isomer or geometry (same formula, charge and spin), kcal/mol: 43.77

Record 5
Density functional theory data (ωB97M-V with the def2-TZVPD basis set) for an isolated molecule of C2H5ClO3 at a distorted geometry.

The geometry in ORCA input format:
```
! RIJCOSX wB97M-V def2-TZVPD def2/J DEFGRID3
* xyz 0 3
C 0.34157 0.07387 1.09360
C 0.02996 0.48987 -0.35253
O 1.16784 -1.01104 1.12033
O -1.15391 1.03405 -0.42822
O -0.25528 -1.09353 -1.09250
Cl 1.30119 1.31984 -1.34860
H 0.67318 0.90128 1.58730
H -0.62272 -0.23595 1.47971
H 0.88750 -1.79667 0.82202
H -1.28806 1.23270 -1.35841
H -1.08128 -0.91442 -1.52270
*
```

Expectation value of S²: 2.006
Energy relative to the best compared isomer or geometry (same formula, charge and spin), kcal/mol: 51.58

Record 6
Density functional theory data (ωB97M-V with the def2-TZVPD basis set) for an isolated molecule of C2H5ClS2 at a distorted geometry.

The geometry in ORCA input format:
```
! RIJCOSX wB97M-V def2-TZVPD def2/J DEFGRID3
* xyz 0 1
C 0.39793 0.98757 -0.38451
C -0.52575 -0.05481 0.11772
S -0.21047 -1.51920 -0.97506
S 0.17247 -0.47000 1.86616
Cl -2.16608 0.41693 0.03356
H 0.38484 1.82149 0.36726
H 1.38338 0.60072 -0.42995
H 0.14234 1.25866 -1.38522
H -0.91240 -2.41860 -0.36458
H 1.33375 -0.62276 1.15461
*
```

SMILES: CC(S)(S)Cl
Energy relative to the best compared isomer or geometry (same formula, charge and spin), kcal/mol: 22.34